Record 1
ORCA calculation (wB97M-V/def2-TZVPD) on a molecular structure, C26H36BrN5O2PPt in a non-equilibrium geometry.

Geometry as XYZ:
```
72
C26H36BrN5O2PPt (wB97M-V/def2-TZVPD)
Pt -0.02 0.41 0.64
O 2.55 -3.12 4.21
C 2.98 -1.92 4.69
C 3.79 -1.82 5.82
C 4.23 -0.58 6.25
C 3.89 0.57 5.54
C 3.07 0.46 4.43
C 2.59 -0.78 4.00
C 1.61 -0.89 2.85
O 1.01 0.31 2.56
N 2.36 -1.35 1.68
N 1.75 -1.25 0.50
C 2.29 -1.77 -0.53
C 1.71 -1.79 -1.87
Br -0.03 -1.05 -1.99
C 2.33 -2.36 -2.90
C 1.91 -2.54 -4.30
C 2.27 -3.73 -4.93
C 1.87 -3.99 -6.23
C 1.13 -3.04 -6.93
C 0.81 -1.83 -6.33
C 1.21 -1.58 -5.02
H 2.85 -3.83 4.79
H 4.07 -2.72 6.36
H 4.84 -0.51 7.14
H 4.25 1.53 5.85
H 2.77 1.34 3.87
H 0.87 -1.66 3.12
H 3.13 -1.99 1.79
H 3.25 -2.28 -0.44
H 3.29 -2.82 -2.65
H 2.84 -4.47 -4.38
H 2.14 -4.92 -6.70
H 0.81 -3.25 -7.94
H 0.26 -1.09 -6.88
H 1.00 -0.61 -4.58
C -1.44 0.48 3.97
P -1.08 1.32 2.41
C -0.09 2.77 2.88
C -2.66 2.17 2.07
H -1.82 1.22 4.67
H -0.53 0.04 4.36
H -2.18 -0.30 3.82
H -0.68 3.43 3.53
H 0.20 3.32 1.99
H 0.80 2.45 3.40
H -2.97 2.72 2.96
H -3.45 1.46 1.80
H -2.53 2.86 1.24
C -4.06 -0.15 -2.67
C -3.90 -0.67 -1.26
N -2.90 0.13 -0.56
C -2.33 1.26 -1.06
N -1.16 1.65 -0.58
C -0.58 2.90 -1.04
C -1.65 3.87 -1.50
C -2.50 3.19 -2.55
N -3.02 1.94 -2.00
C -4.22 1.36 -2.60
H -4.92 -0.61 -3.15
H -3.17 -0.39 -3.25
H -3.58 -1.71 -1.27
H -4.85 -0.62 -0.73
H -2.33 -0.33 0.14
H 0.12 2.71 -1.86
H 0.00 3.34 -0.22
H -1.21 4.78 -1.90
H -2.29 4.15 -0.65
H -1.91 2.99 -3.45
H -3.35 3.81 -2.83
H -4.34 1.78 -3.59
H -5.10 1.62 -2.00
```

Summary:
Largest force on an atom = 0.0750 Eh/bohr
LUMO = -2.69 eV
E_tot = -121664.033 eV
HOMO = -10.18 eV
Net charge = +1
Energy relative to the best compared isomer or geometry (same formula, charge and spin) = 1.9014 eV
Kohn-Sham gap = 7.5 eV
Spin multiplicity = 1

---

Record 2
ORCA calculation (wB97M-V/def2-TZVPD) on 9 unconnected molecules or ions with the total composition C26H36F8N2O26S2 in a non-equilibrium geometry.

Geometry as XYZ:
```
100
C26H36F8N2O26S2 (wB97M-V/def2-TZVPD)
C -4.23 3.05 4.66
N -3.39 3.17 3.44
C -4.20 2.80 2.21
C -2.91 4.60 3.36
C -2.07 2.36 3.53
C -1.37 2.28 2.16
O -0.20 1.55 2.35
H -4.98 3.83 4.60
H -3.57 3.29 5.49
H -4.64 2.05 4.79
H -3.87 3.35 1.34
H -5.25 2.96 2.44
H -3.99 1.73 2.12
H -2.35 4.77 4.27
H -3.78 5.24 3.17
H -2.22 4.85 2.55
H -2.44 1.38 3.86
H -1.53 2.75 4.38
H -1.18 3.31 1.82
H -1.94 1.81 1.35
H -0.05 1.07 1.51
N 0.15 0.43 -0.11
S 1.04 -0.94 -0.62
O 2.40 -0.92 -0.14
O 0.86 -1.46 -1.94
F 0.30 -2.02 0.27
S -0.06 1.04 -1.52
O -1.01 0.38 -2.39
O 1.06 1.66 -2.15
F -1.00 2.33 -1.13
C 2.52 -0.48 3.04
C 1.91 -1.85 3.11
O 2.10 -2.17 4.52
C 3.11 -1.43 4.99
O 3.57 -1.54 6.08
O 3.50 -0.49 4.08
H 1.71 0.22 3.26
H 3.09 -0.45 2.12
H 2.33 -2.63 2.48
H 0.85 -1.76 2.88
C 2.15 3.54 0.84
C 2.99 2.39 0.27
O 3.93 2.18 1.28
C 4.11 3.33 1.99
O 4.92 3.62 2.79
O 3.00 4.10 1.81
F 3.57 2.84 -0.89
H 1.26 3.18 1.35
H 1.96 4.30 0.08
H 2.34 1.55 0.01
C 2.53 -4.18 -5.47
C 2.18 -2.87 -4.73
O 1.71 -2.08 -5.79
C 2.21 -2.54 -6.94
O 2.13 -2.01 -8.00
O 2.89 -3.67 -6.75
F 3.30 -2.42 -4.10
H 1.62 -4.77 -5.50
H 3.34 -4.71 -4.98
H 1.37 -2.99 -4.01
C -3.89 0.77 -2.88
C -3.97 0.75 -1.35
O -5.20 0.09 -1.16
C -6.01 0.54 -2.18
O -7.19 0.45 -2.23
O -5.25 0.98 -3.22
F -4.08 2.05 -0.91
H -3.64 -0.25 -3.18
H -3.16 1.55 -3.07
H -3.14 0.23 -0.87
C -2.39 -5.03 -5.24
C -1.44 -5.24 -4.07
O -1.06 -3.95 -3.64
C -1.86 -3.02 -4.29
O -1.81 -1.86 -4.11
O -2.72 -3.67 -5.07
F -0.24 -5.83 -4.45
H -3.32 -5.58 -5.12
H -1.92 -5.24 -6.21
H -1.82 -5.83 -3.23
C -2.05 -1.30 1.83
C -2.11 -1.81 3.27
O -3.43 -1.45 3.64
C -3.72 -0.32 2.98
O -4.36 0.59 3.41
O -3.08 -0.30 1.80
F -1.18 -1.22 4.08
H -2.19 -2.16 1.17
H -1.13 -0.80 1.55
H -1.96 -2.88 3.41
C 6.55 1.04 -0.76
C 5.93 -0.31 -0.84
O 7.07 -1.19 -0.77
C 8.04 -0.52 -0.15
O 9.01 -1.04 0.32
O 7.68 0.76 0.08
F 5.22 -0.49 -1.97
H 5.96 1.83 -0.30
H 6.75 1.44 -1.76
H 5.35 -0.70 0.00
```

Summary:
Largest force on an atom = 0.1428 Eh/bohr
LUMO = -0.53 eV
E_tot = -127168.474 eV
HOMO = -10.69 eV
Net charge = 0
Kohn-Sham gap = 10.2 eV
Spin multiplicity = 1

---

Record 3
ORCA calculation (wB97M-V/def2-TZVPD) on a molecular structure, C26H36FN11O2PS2SeTc.

Geometry as XYZ:
```
81
C26H36FN11O2PS2SeTc (wB97M-V/def2-TZVPD)
Tc -0.85 -0.32 0.85
C -0.50 0.69 5.02
C -0.18 0.42 3.58
N -1.16 -0.11 2.76
N -2.33 -0.46 3.36
C -3.28 -0.88 2.63
N -4.45 -1.44 3.11
S -3.06 -0.95 0.85
C 1.02 0.69 3.01
C 2.11 1.19 3.85
C 3.29 1.74 3.54
C 3.85 1.92 2.22
C 3.53 1.19 1.15
N 1.16 0.48 1.56
H -1.57 0.71 5.19
H -0.08 1.64 5.34
H -0.09 -0.09 5.66
H -4.52 -1.45 4.12
H -5.30 -1.18 2.64
H 1.89 1.12 4.90
H 3.89 2.09 4.37
H 4.63 2.67 2.11
H 4.04 1.37 0.21
N -2.87 2.40 -1.39
C -1.90 3.53 -1.27
P -0.53 3.05 -0.14
O 0.76 2.99 -0.88
O -1.07 1.89 0.66
C -0.25 4.45 1.05
N 1.12 5.01 0.75
H -3.21 2.13 -0.47
H -2.40 1.54 -1.78
H -3.67 2.65 -1.98
H -2.45 4.40 -0.89
H -1.51 3.76 -2.25
H -0.24 4.04 2.06
H -0.99 5.25 1.01
H 1.53 4.37 0.03
H 1.72 5.04 1.57
H 1.08 5.95 0.36
C -2.44 0.66 -4.73
N -1.44 -0.37 -4.57
C -0.84 -1.06 -5.73
C 0.08 -2.12 -5.07
N -0.15 -1.87 -3.64
C -0.99 -0.87 -3.42
S -1.50 -0.35 -1.86
H -2.90 0.55 -5.70
H -1.99 1.66 -4.68
H -3.21 0.56 -3.97
H -0.28 -0.35 -6.33
H -1.62 -1.50 -6.34
H 1.13 -1.97 -5.32
H -0.21 -3.13 -5.34
H 0.33 -2.34 -2.90
Se -4.05 -4.10 0.84
N -2.79 -5.25 1.16
C -1.61 -4.63 1.23
C -0.36 -5.25 1.53
C 0.71 -4.43 1.61
C 0.58 -3.02 1.41
N -0.55 -2.41 1.10
C -1.64 -3.23 1.01
N -2.85 -2.75 0.76
H -0.30 -6.32 1.69
H 1.69 -4.81 1.85
H 1.44 -2.38 1.52
F 3.27 -2.09 -3.97
C 3.08 -1.61 -2.73
C 3.48 -2.36 -1.64
C 3.26 -1.84 -0.37
C 2.62 -0.61 -0.20
C 2.56 0.03 1.17
C 2.23 0.11 -1.32
C 2.48 -0.37 -2.59
H 3.99 -3.30 -1.79
H 3.64 -2.38 0.49
H 1.06 1.38 1.11
H 2.86 -0.69 1.94
H 1.78 1.09 -1.21
H 2.23 0.21 -3.47
```

Summary:
Largest force on an atom = 0.0185 Eh/bohr
⟨S²⟩ = 0.771
LUMO (spin up / spin down) = -9.60 / -9.55 eV
E_tot = -149230.651 eV
HOMO (spin up / spin down) = -13.75 / -14.05 eV
Net charge = +3
Energy relative to the best compared isomer or geometry (same formula, charge and spin) = 0.8362 eV
Kohn-Sham gap (spin up / spin down) = 4.1 / 4.5 eV
Spin multiplicity = 2